#1
DFT (the ωB97M-V functional and the def2-TZVPD basis) results for a 3-piece molecular cluster, CH6O3 overall.

```
10
Properties=species:S:1:pos:R:3:lowdin_charge:R:1
O -0.3535 -0.4150 -0.6488 -0.018
C -1.5081 -0.6963 -0.4529 -0.110
H -1.8093 -1.7286 -0.2047 0.086
H -2.2965 0.0667 -0.5433 0.087
H -0.5622 2.0016 -0.7778 0.008
H 0.2954 2.2647 0.4409 0.035
O -0.4209 2.6515 -0.0781 -0.068
H 2.1176 -1.0356 0.0470 0.016
H 1.9716 -1.8537 1.3423 0.030
O 2.5658 -1.2552 0.8755 -0.067
```

The charge is 0. For the HOMO energy, the calculation gives -11.01 eV.


#2
DFT (the ωB97M-V functional and the def2-TZVPD basis) results for a 3-piece molecular cluster, CH6O3 overall.

```
10
Properties=species:S:1:pos:R:3:lowdin_charge:R:1
O 2.0036 -1.6298 1.7693 -0.071
C 2.3937 -2.7353 2.2551 -0.096
H 2.9505 -3.5021 1.4615 0.113
H 2.3797 -3.2359 3.2943 0.093
H -3.5766 4.4851 -4.6899 0.021
H -2.9771 3.3890 -3.8209 0.069
O -3.0466 3.6881 -4.7803 -0.090
H -1.4206 -0.1725 1.4236 0.068
H -0.0098 -0.8530 1.1624 0.002
O -0.4206 -0.0206 1.4658 -0.110
```

The charge is 0. For the HOMO energy, the calculation gives -10.50 eV.


Relative energies, in kcal/mol, with the most stable structure set to zero: #1 0.0; #2 21.7.


#1
DFT (the ωB97M-V functional and the def2-TZVPD basis) results for a 40-piece molecular cluster, H80O40 overall.

```
120
Properties=species:S:1:pos:R:3:lowdin_charge:R:1
H -4.2712 0.0021 0.7925 0.023
H -4.8829 0.0502 2.0434 0.088
O -3.9316 0.1498 1.7231 -0.105
H -5.6187 0.1192 -4.0412 0.032
H -6.2267 0.5491 -2.7848 -0.013
O -6.2148 -0.1702 -3.3506 -0.011
H -1.8146 2.5310 2.1115 0.077
H -1.5447 1.0879 1.9684 -0.022
O -1.0422 1.8736 2.1223 0.028
H -0.9620 -5.3205 0.1029 -0.006
H -1.6469 -6.5321 -0.3519 0.110
O -1.5069 -5.5677 -0.6082 -0.047
H 0.3387 -2.3782 0.3604 0.042
H 0.3316 -2.9370 -1.0071 0.015
O 0.7681 -2.2785 -0.5163 -0.026
H -3.7430 0.8303 -2.9479 0.001
O -2.8911 0.4478 -2.7843 -0.071
H -3.1102 -2.5292 0.5598 0.016
O -2.7481 -2.3851 -0.2619 -0.045
H 0.3723 3.6795 -2.6666 0.054
H 0.1299 2.8685 -1.3246 0.004
O 0.4377 3.6402 -1.7187 -0.051
H -2.4174 -3.8583 -2.7696 -0.043
H -1.8520 -5.2228 -2.7190 0.094
O -2.7853 -4.7428 -2.8722 -0.115
H 1.2500 4.3859 1.8061 -0.028
H 1.8785 5.4191 2.6473 0.080
O 1.0393 4.9693 2.4528 0.007
H 4.2946 3.3291 2.8985 0.078
H 3.5859 3.7905 1.5899 -0.023
O 3.4863 3.3441 2.3658 0.006
H 5.7918 0.1830 0.9762 0.030
O 5.3088 -0.5270 1.3242 0.004
H -3.5033 3.0797 -4.9174 0.032
H -4.2036 3.4922 -3.5328 -0.007
O -3.6753 3.0249 -4.0372 0.078
H -1.9958 0.8065 5.8086 0.077
H -0.6088 -0.0084 5.9617 0.068
O -1.4124 0.0659 5.3495 -0.146
H -1.8065 -0.6621 1.7659 0.068
H -1.3149 -1.1222 0.3604 0.020
O -1.0238 -0.5795 1.1207 -0.083
H 2.1710 5.8281 -2.7122 0.096
H 1.1557 5.1450 -1.7139 -0.063
O 1.3827 6.0199 -2.0284 -0.101
H 3.4034 0.4741 1.9965 0.119
H 1.8991 0.0579 1.7079 0.032
O 2.7296 0.1254 1.3060 0.143
H -1.0838 -4.0397 2.9719 0.138
H -0.7184 -2.5805 3.4108 0.038
O -0.4728 -3.2539 2.7393 -0.117
H 3.6103 -4.0029 4.1449 0.037
O 2.8625 -3.6043 4.5981 -0.006
H -0.7238 -4.3283 -4.9713 0.041
H 0.8601 -3.8283 -4.9709 0.069
O 0.2261 -4.5947 -4.8644 -0.088
H -2.8320 -2.2274 -5.9125 0.133
O -1.9054 -1.7301 -5.6673 -0.139
H 2.1785 4.0710 -3.7706 0.020
H 3.1333 3.3575 -2.8092 0.084
O 3.0974 4.1388 -3.5160 -0.069
H -2.7621 4.9315 0.3008 0.016
H -2.1970 3.8862 -0.6640 0.115
O -2.7947 4.0191 0.2144 -0.049
H -1.7850 4.7745 3.5235 0.087
H -1.2258 5.1827 2.2531 -0.006
O -2.0305 4.8113 2.5500 -0.056
H 3.9550 -3.9201 0.8939 0.127
H 3.8686 -5.2108 1.6817 0.060
O 4.0232 -4.2942 1.8508 -0.059
H 2.0342 3.6038 -1.5445 0.057
H 3.1641 2.5380 -1.3641 0.004
O 2.6588 3.1001 -0.8152 -0.050
H 0.6559 -2.8855 4.2604 0.040
H 0.0859 -1.3919 4.1859 0.086
O 0.9427 -1.9535 4.4599 -0.135
H -0.7940 1.4072 -0.6982 0.012
H -1.7255 2.7100 -0.1594 0.032
O -1.4580 2.0379 -0.8378 -0.061
H 3.6947 1.0929 -5.8593 0.056
H 4.6822 0.2577 -5.0380 -0.021
O 3.9918 0.1848 -5.6241 -0.031
H 4.5696 -2.1300 3.5497 -0.088
H 5.0923 -3.0326 2.5587 -0.007
O 5.3066 -2.4203 3.2467 0.041
H 0.5192 -0.3857 -4.7800 0.080
H 0.7489 0.6525 -3.6113 0.099
O 0.4493 -0.3147 -3.8000 -0.098
H -2.0137 3.0153 -2.6294 -0.007
O -1.3383 2.9889 -3.2714 -0.018
H 0.7510 1.8468 4.3136 0.054
H 1.2568 3.2698 3.8193 -0.020
O 1.1293 2.7096 4.5454 0.108
H 3.3818 -3.0289 5.0652 -0.022
H -2.5138 1.2165 -2.1808 0.080
H -2.0752 -2.2820 -4.8531 -0.004
H -2.3633 -3.3318 -0.2979 0.104
H 5.7963 -1.3057 1.3034 0.008
H -1.6148 3.2773 -4.0945 0.022
O -4.6289 -0.6586 -1.0273 -0.163
H -4.5507 -1.7038 -1.0511 0.102
H -3.9177 -0.6003 -1.7956 0.045
O 1.2115 -4.0337 1.5760 -0.053
H 1.2427 -3.9242 2.4958 -0.011
H 1.9207 -3.4475 1.3752 0.010
O 1.0296 0.2519 -1.4135 -0.033
H 1.1801 -0.3230 -0.7604 -0.080
H 0.4145 -0.4507 -1.7946 0.057
O -2.9641 2.4060 5.2163 0.044
H -3.3547 1.9304 4.5264 0.026
H -2.8430 3.1911 4.8327 -0.032
O 2.1927 -4.5783 -2.1021 -0.015
H 2.1035 -3.7482 -1.6200 0.010
H 1.6597 -4.5621 -2.8476 -0.035
O -1.3834 -2.1441 -2.8966 -0.040
H -1.0572 -1.3126 -3.1937 -0.017
H -1.8062 -1.8564 -2.1028 -0.003
O 2.9662 -0.6395 6.0259 -0.079
H 3.0216 -0.0188 5.2701 0.032
H 2.2644 -1.3295 5.8953 0.022
```

The multiplicity is 2. The charge is +1. For the HOMO energy (spin up / spin down), the calculation gives -12.67 / -12.67 eV. The expectation value of S² is 0.76.


#2
DFT (the ωB97M-V functional and the def2-TZVPD basis) results for a 40-piece molecular cluster, H80O40 overall.

```
120
Properties=species:S:1:pos:R:3:lowdin_charge:R:1
H 0.7542 1.4228 3.0347 0.046
H 1.4657 2.1640 4.0045 0.046
O 1.4195 1.2050 3.6904 -0.075
H -0.9920 -5.5571 -3.3022 0.152
H -1.7009 -4.8167 -1.9703 -0.024
O -0.8634 -4.9889 -2.3903 -0.107
H -1.1638 1.7653 -1.7905 0.059
H -2.7095 2.3184 -1.9236 0.087
O -2.0437 1.9030 -1.3253 -0.072
H -2.4393 4.9213 1.2299 0.113
H -2.0610 3.8612 0.2514 0.001
O -1.7784 4.1514 1.1136 -0.074
H -4.1278 0.3232 -2.1830 0.030
H -5.3867 -0.1172 -1.4819 -0.003
O -5.0771 0.1656 -2.3382 -0.048
H 0.4732 -7.0300 0.1112 0.023
O 1.2902 -6.6891 -0.2382 -0.018
H 2.5442 2.6371 2.3544 0.012
O 3.3601 3.0377 2.6474 -0.039
H 4.1328 -3.3165 -1.2507 0.079
H 2.7299 -3.5300 -1.1976 0.031
O 3.3194 -2.8966 -1.5312 -0.029
H 5.7117 3.2734 0.5825 0.048
H 4.7588 2.8790 -0.5170 0.040
O 5.7357 2.9254 -0.3250 -0.073
H 2.1760 4.7551 0.2121 0.058
H 2.4323 4.7106 1.5729 -0.027
O 2.9491 4.9748 0.7922 -0.058
H -1.1400 -1.7565 1.9761 0.086
H -1.0243 -0.4093 1.4626 0.015
O -0.4528 -1.0096 1.9835 -0.057
H 0.3980 2.8502 -1.0777 0.015
O 0.8899 3.1305 -1.8653 -0.091
H 1.1303 -0.1451 -2.9154 0.015
H 1.3260 0.4005 -4.3629 0.047
O 0.8465 0.4841 -3.5771 0.001
H -4.1974 -4.5692 1.7435 0.053
H -5.0453 -3.7992 0.6448 0.093
O -4.6763 -3.7291 1.5933 -0.069
H -0.4035 -0.9414 -2.7605 -0.015
H -1.6454 -0.0526 -2.8681 0.013
O -1.3222 -0.9092 -2.5954 -0.023
H 1.8234 3.6826 -4.7689 0.122
H 0.3529 4.2061 -4.5032 -0.007
O 0.7568 3.4802 -4.9660 -0.123
H -0.3212 -3.2365 4.8466 0.012
H -0.1048 -1.9512 4.2766 -0.028
O -0.3851 -2.3329 5.0762 0.008
H 4.0719 -2.3007 2.6082 0.036
H 3.4237 -3.5737 2.6473 -0.011
O 4.1560 -3.2554 2.1278 -0.133
H 1.5680 -1.5540 0.1576 0.058
O 1.7129 -1.3099 -0.8073 -0.085
H 1.7493 1.9936 5.6355 0.066
H 3.0644 2.5169 4.7989 0.054
O 2.3936 2.7365 5.5041 -0.074
H -4.1088 -2.7993 2.7513 0.014
O -3.5164 -2.1615 3.1422 0.276
H -2.1036 3.1785 -4.2545 0.053
H -0.7418 2.5363 -4.2761 0.042
O -1.5425 2.6225 -3.6979 -0.081
H 5.7799 0.5451 -0.2899 -0.023
H 6.1471 0.8677 -1.8091 0.010
O 6.4006 0.5303 -0.9723 -0.024
H 1.2310 -1.2875 2.3496 0.057
H 2.0266 -0.1554 1.4121 0.017
O 1.9520 -1.0556 1.7179 -0.106
H -5.8092 -1.6548 0.7050 -0.001
H -6.5148 -1.9223 -0.7658 0.095
O -5.7891 -1.5536 -0.2354 -0.038
H -0.9925 5.6949 -3.2565 0.028
H -0.7166 4.6666 -2.0592 -0.022
O -0.7189 5.5767 -2.3468 -0.050
H -4.1740 -3.0691 -1.9151 0.076
H -3.8999 -4.6627 -1.6710 0.048
O -4.5016 -3.9136 -1.4817 -0.080
H 3.2684 4.4786 -3.2102 0.093
H 3.7723 2.9767 -3.3230 0.035
O 3.3479 3.6782 -3.7892 -0.040
H 3.9425 1.5573 1.3889 0.091
H 2.7444 1.9927 0.5040 -0.024
O 3.3218 1.3050 0.6278 -0.024
H -2.0257 -2.3072 -4.7813 0.002
H -3.6455 -2.5786 -4.8124 0.105
O -2.6894 -2.9830 -4.6896 -0.108
H -0.2588 5.3334 1.7904 0.011
H 1.1796 5.5137 2.4069 0.061
O 0.3471 4.9652 2.4333 -0.077
H -2.2177 -6.0528 1.7152 0.020
O -2.2976 -5.3570 2.2916 0.008
H 0.0697 0.7723 -0.2586 0.017
H 1.3002 0.2784 -0.9477 0.028
O 0.7717 1.1144 -0.7801 -0.074
H 2.6305 -1.0690 -0.6846 0.038
H 1.0700 -6.2829 -1.0462 -0.009
H -3.2131 -1.8349 2.2846 0.080
H 2.8863 3.6697 3.1795 0.041
H 0.7025 2.4627 -2.5474 0.002
H -2.1370 -5.6593 3.1640 0.061
O 0.3574 -5.1993 2.5404 -0.037
H -0.3550 -4.8568 1.9380 0.038
H 1.0479 -5.6414 2.1666 -0.028
O -2.6049 1.5082 4.0668 0.049
H -2.4472 1.3056 3.2247 -0.066
H -1.8619 1.4894 4.5970 0.009
O 3.5330 -1.0234 3.3880 -0.088
H 2.6250 -0.5772 3.4819 0.065
H 3.9403 -0.5015 2.6721 0.060
O 3.8450 -0.6196 -2.9129 -0.032
H 4.7793 -0.8147 -2.9141 0.037
H 3.3828 -1.3310 -2.5245 -0.046
O -5.2497 -0.6244 2.4299 0.240
H -5.1169 -0.6496 3.3308 0.070
H -4.7034 -0.1416 1.9033 0.032
O -4.1715 1.8117 -4.4275 -0.115
H -3.8128 2.6681 -4.0523 0.033
H -4.7968 1.2918 -3.7856 0.052
O -2.4927 0.3757 0.5530 -0.082
H -2.4908 0.8362 -0.3550 0.003
H -2.4349 -0.5615 0.3720 0.021
```

The multiplicity is 2. The charge is +1. For the HOMO energy (spin up / spin down), the calculation gives -11.90 / -11.90 eV. The expectation value of S² is 0.76.


Relative energies, in kcal/mol, with the most stable structure set to zero: #1 75.7; #2 0.0.